The following is a quantum chemistry calculation of C46H60N5S4Tl as an isolated structure, from the OMol25 dataset.

Geometry as XYZ:
```
116
Properties=species:S:1:pos:R:3
Tl -0.05903 -0.21547 0.10515
C 1.23539 4.40153 -2.64798
C 2.65691 4.22744 -3.17995
S 3.57038 2.78258 -2.57879
C 3.69643 1.73679 -4.05876
C 3.21050 0.30739 -3.84368
S 1.51237 0.08566 -3.28252
C 0.50850 0.88095 -4.55019
C 0.35321 2.40820 -4.48087
S 0.07820 3.01763 -2.79630
H 0.81044 5.29819 -3.10546
H 1.27596 4.56675 -1.57010
H 3.22334 5.11169 -2.88115
H 2.67875 4.21696 -4.26953
H 4.74289 1.70010 -4.36966
H 3.14731 2.21153 -4.87006
H 3.79206 -0.16854 -3.04987
H 3.37706 -0.26310 -4.76163
H 0.86198 0.59410 -5.54420
H -0.46892 0.41216 -4.42245
H -0.48661 2.69734 -5.11510
H 1.23303 2.90563 -4.87960
C -3.57955 1.57607 -1.99237
C -3.38300 0.13512 -1.53228
C -4.72063 -0.49667 -1.13623
C -2.66586 -0.73880 -2.54731
C -2.80969 -0.53765 -3.91603
C -2.20028 -1.38792 -4.82313
C -1.43313 -2.45229 -4.37349
C -1.26348 -2.70005 -3.01545
C -0.42441 -3.87290 -2.51726
C 0.86625 -3.41567 -1.82400
C -0.08492 -4.87080 -3.61958
C -1.90135 -1.83129 -2.11133
N -1.73183 -1.98689 -0.71320
C -2.35388 -2.94209 -0.12513
C -2.39830 -3.24157 1.27882
C -3.15871 -4.38220 1.61250
C -3.43073 -4.74474 2.90439
C -2.94849 -3.91247 3.92699
C -2.20960 -2.79389 3.65125
C -1.85202 -2.41340 2.31585
N -1.08637 -1.33888 2.06681
C -0.90224 -0.43993 3.14132
C 0.32524 -0.37160 3.83552
C 0.43117 0.49810 4.91552
C -0.62913 1.30482 5.30142
C -1.80446 1.28369 4.57115
C -1.95679 0.42740 3.48572
C -3.25839 0.42614 2.70309
C -4.45690 0.09644 3.59446
C -3.46388 1.75682 1.97702
C 1.49464 -1.24985 3.42666
C 1.35620 -2.67741 3.96254
C 2.84716 -0.67430 3.83493
H -4.00053 2.16975 -1.17821
H -4.27582 1.64376 -2.83104
H -2.63639 2.03520 -2.29245
H -2.76611 0.15787 -0.62836
H -5.38020 -0.56574 -2.00488
H -5.22117 0.10448 -0.37344
H -4.58113 -1.50245 -0.73715
H -3.41088 0.28679 -4.27785
H -2.32391 -1.22561 -5.88687
H -0.96081 -3.09916 -5.10037
H -1.02316 -4.40841 -1.77542
H 1.40787 -2.70295 -2.44596
H 1.51656 -4.27289 -1.63705
H 0.65937 -2.95252 -0.85916
H 0.60031 -4.43673 -4.35201
H -0.97619 -5.21576 -4.14643
H 0.40964 -5.73984 -3.18416
H -2.96761 -3.61076 -0.74274
H -3.55179 -4.97842 0.79519
H -4.01510 -5.62604 3.12878
H -3.16071 -4.15591 4.96202
H -1.85183 -2.18552 4.47100
H 1.35915 0.54420 5.47323
H -0.53231 1.95612 6.16233
H -2.62487 1.93398 4.85715
H -3.18404 -0.35090 1.94096
H -4.58612 0.84857 4.37667
H -4.32762 -0.87464 4.07372
H -5.37591 0.06683 3.00453
H -3.53038 2.59074 2.68150
H -4.38994 1.73757 1.39725
H -2.63954 1.95914 1.28715
H 1.48777 -1.31024 2.33474
H 1.30449 -2.66923 5.05497
H 2.22323 -3.27425 3.66962
H 0.46238 -3.16766 3.58541
H 2.99253 -0.71507 4.91806
H 2.95683 0.36028 3.50603
H 3.64521 -1.25350 3.36947
C 6.36457 0.50348 -0.79099
N 5.56886 1.48795 -0.09214
C 5.96957 2.76719 0.24617
C 4.92799 3.36409 0.84784
N 3.88785 2.44508 0.86514
C 4.28035 1.27167 0.28653
S 3.42657 -0.15347 0.08854
C 2.58477 2.73879 1.37470
C 2.41119 2.87300 2.74168
C 1.14153 3.18183 3.20099
C 0.11310 3.31791 2.28312
C 0.40961 3.17877 0.93616
N 1.63102 2.90719 0.47890
H 7.39463 0.85031 -0.82506
H 5.98897 0.36442 -1.80550
H 6.30492 -0.44970 -0.26964
H 6.95361 3.13546 0.01970
H 4.81340 4.35293 1.25321
H 3.24374 2.71928 3.41480
H 0.95196 3.28899 4.25869
H -0.89942 3.51980 2.60462
H -0.36280 3.28713 0.17981
```

Energy relative to the best compared isomer or geometry (same formula, charge and spin) in eV: 0.000
LUMO in eV: 0.42
Net charge: 0
Gap between HOMO and LUMO in eV: 7.1
HOMO level in Ha: -0.2439

Löwdin atomic charge list, values in e, 5 entries: 0.798, -0.538, -0.525, 0.890, -0.516